This record from the OMol25 dataset describes a single C8H15P molecule at a distorted geometry. The level of theory is ωB97M-V/def2-TZVPD.

CARTESIAN COORDINATES (ANGSTROEM)
C 0.339 2.483 -0.765
C -0.477 1.426 -0.851
C 1.777 2.096 -0.494
C 1.576 0.498 -0.182
C 0.215 0.118 -0.663
C -0.967 -0.330 1.603
C 0.162 -2.337 0.256
C -0.532 -1.034 0.223
P -2.099 -1.462 -0.855
H 0.203 3.462 -1.179
H -1.433 1.263 -1.238
H 2.441 2.232 -1.324
H 2.278 2.592 0.302
H 2.392 -0.092 -0.499
H 1.572 0.412 0.898
H 0.165 -0.213 -1.721
H -0.335 0.533 1.786
H -0.827 -0.975 2.496
H -2.028 -0.003 1.511
H 0.432 -2.493 1.371
H -0.359 -3.303 -0.067
H 1.200 -2.289 -0.293
H -3.008 -0.397 -0.541
H -2.687 -2.189 0.227

## Properties
total energy: -655.0808 hartree
structure (SMILES): CC(C)(P)[C@H]1C=CCC1
lowest unoccupied orbital energy: 0.92 eV
gap between HOMO and LUMO: 10.02 eV

What are the natural (NBO) partial charges on each atom? They are as follows, in elementary charge units: -0.191 -0.179 -0.422 -0.407 -0.266 -0.630 -0.666 -0.212 0.262 0.209 0.207 0.203 0.206 0.212 0.199 0.213 0.212 0.211 0.221 0.221 0.231 0.225 -0.036 -0.024